C5H2O in the gas phase in a non-equilibrium geometry, computed with ωB97M-V/def2-TZVPD.

Each line ends with the Mulliken charge.
Element x y z (Å)
C: 2.48217 -0.40852 -0.32841  -0.368
C: 1.66728 0.10836 0.39192  -0.426
C: 0.36219 0.35821 0.62387  0.433
C: -0.83006 0.45707 0.64081  0.105
C: -2.05621 0.15819 -0.01588  -0.037
O: -2.07777 -0.53368 -1.00874  -0.434
H: 3.35375 -0.76249 -0.78176  0.412
H: -2.90136 0.62285 0.47818  0.316

Properties
SMILES   C#CC#CC=O
Energy relative to the best compared isomer or geometry (same formula, charge and spin)   81.0 kJ/mol
Frontier orbital gap   9.6 eV
Largest force on an atom   1.14 eV/A

---

A molecular structure, C58H50F3N4O4Sr in a non-equilibrium geometry, computed with ωB97M-V/def2-TZVPD.

Each line ends with the Mulliken charge.
Element x y z (Å)
Sr: -0.42620 -0.77626 -0.34163  3.894
C: -2.55713 -4.81242 0.25953  -0.885
N: -3.37024 -3.70139 -0.21288  0.872
C: -4.46108 -3.38172 0.68881  -1.124
C: -4.02560 -2.66476 1.94038  0.789
C: -4.65386 -2.90884 3.16011  -1.009
C: -4.27849 -2.16436 4.26547  -0.684
C: -3.28261 -1.21488 4.11869  -1.498
C: -2.70828 -1.05492 2.86375  -0.213
N: -3.08014 -1.75030 1.80712  0.511
C: -3.89186 -3.95175 -1.53601  -1.353
C: -2.90776 -3.99218 -2.67499  0.909
C: -3.43328 -3.95282 -3.96835  -0.977
C: -2.57448 -4.04818 -5.04489  -0.407
C: -1.21458 -4.15788 -4.79683  -0.771
C: -0.78812 -4.16549 -3.48077  -0.315
N: -1.61092 -4.10418 -2.44607  0.170
C: -1.90742 -4.51533 1.58115  0.197
C: -2.36084 -5.12838 2.74773  -0.904
C: -1.78966 -4.78881 3.96211  -0.546
C: -0.77725 -3.84494 3.97186  -1.120
C: -0.37086 -3.31516 2.75544  0.017
N: -0.90261 -3.64889 1.59557  0.389
H: -1.78326 -4.95898 -0.49586  0.452
H: -3.16918 -5.73494 0.35722  0.289
H: -5.04903 -4.28578 0.96224  0.254
H: -5.13427 -2.68724 0.17010  0.523
H: -5.41918 -3.66688 3.24964  0.393
H: -4.75032 -2.33437 5.22424  0.407
H: -2.96089 -0.60723 4.95141  0.583
H: -1.94494 -0.31778 2.66306  0.689
H: -4.58516 -3.14128 -1.76971  0.416
H: -4.46949 -4.90556 -1.57154  0.348
H: -4.49798 -3.84636 -4.11903  0.430
H: -2.95504 -4.02535 -6.05671  0.417
H: -0.50795 -4.24062 -5.60595  0.411
H: 0.26349 -4.24020 -3.23755  0.423
H: -3.15957 -5.85635 2.70166  0.452
H: -2.13847 -5.24549 4.87982  0.409
H: -0.31323 -3.53506 4.89553  0.449
H: 0.42396 -2.58212 2.72888  0.301
C: 2.50823 1.52200 4.44385  -1.829
C: 2.74322 1.74924 2.93503  1.767
C: 3.98843 2.62625 2.76824  -1.803
O: 2.87359 0.49195 2.28918  -0.449
C: 1.75907 0.29344 1.40688  1.188
C: 0.78199 1.35996 1.92969  -0.508
O: 1.66008 2.39618 2.33404  -0.338
C: -0.52203 1.76419 1.19704  1.544
O: -1.19054 0.62096 0.93404  -2.391
C: -1.33627 2.61525 2.21084  0.097
C: -0.80736 3.67520 2.93322  -0.206
C: -1.57565 4.33831 3.87137  -1.195
C: -2.88858 3.96689 4.09581  -0.660
C: -3.44014 2.94874 3.33922  -1.144
C: -2.66988 2.28437 2.40404  0.014
C: -0.42358 2.72825 0.02604  1.045
C: 0.52529 3.73575 -0.05403  -0.156
C: 0.43241 4.71428 -1.02939  -0.522
C: -0.63157 4.72765 -1.91366  -0.721
C: -1.57872 3.71996 -1.84156  -0.916
C: -1.47203 2.72371 -0.88849  -0.705
C: 2.19767 0.21321 -0.09330  1.952
O: 1.15747 0.35438 -0.93262  -2.191
C: 3.28807 1.23644 -0.40343  0.331
C: 4.58101 1.15909 0.10234  0.179
C: 5.54427 2.07226 -0.29457  -1.012
C: 5.23025 3.07212 -1.20001  -0.902
C: 3.94596 3.15140 -1.71132  -0.673
C: 2.98678 2.23804 -1.31554  -0.738
C: 2.73071 -1.21086 -0.33121  0.693
C: 1.92629 -2.28760 0.02339  1.769
C: 2.26065 -3.59011 -0.28599  -1.308
C: 3.43847 -3.85721 -0.96260  -0.978
C: 4.22575 -2.79813 -1.37897  -1.037
C: 3.86322 -1.49253 -1.08981  -0.416
H: 3.38324 1.03095 4.85756  0.464
H: 1.63421 0.90244 4.62711  0.319
H: 2.36420 2.48350 4.92893  0.324
H: 4.87926 2.05421 3.00901  0.384
H: 3.91092 3.47606 3.44232  0.530
H: 4.05317 2.97357 1.74193  0.285
H: 1.33627 -0.67620 1.66620  -0.597
H: 0.37622 0.89501 2.85640  0.372
H: 0.21674 3.96378 2.78244  0.361
H: -1.14469 5.15570 4.43166  0.423
H: -3.47472 4.47666 4.84781  0.406
H: -4.47444 2.66789 3.47878  0.444
H: -3.07615 1.48317 1.80443  0.582
H: 1.34617 3.76010 0.64415  0.398
H: 1.19591 5.47770 -1.08921  0.480
H: -0.71523 5.51932 -2.64924  0.392
H: -2.41905 3.72024 -2.52234  0.411
H: -2.20797 1.93137 -0.82219  0.504
H: 4.83480 0.39173 0.81833  0.555
H: 6.54885 2.00223 0.10384  0.410
H: 5.98095 3.78769 -1.50919  0.374
H: 3.69486 3.92849 -2.42098  0.550
H: 1.98105 2.27443 -1.70455  -0.008
H: 1.00284 -2.11531 0.53932  -1.853
H: 1.59669 -4.39499 0.00394  0.474
H: 3.71850 -4.87736 -1.19233  0.393
H: 5.12839 -2.99709 -1.94384  0.434
H: 4.46501 -0.68844 -1.48511  0.437
F: 2.74405 5.35984 -4.43453  -0.246
C: 2.46106 4.52169 -5.45746  0.821
F: 1.87380 5.29692 -6.39764  -0.306
F: 3.65555 4.17242 -5.97436  -0.305
C: 1.62362 3.36246 -5.04226  0.243
C: 2.21584 2.14103 -4.73656  -0.306
C: 1.45179 1.10970 -4.23779  -0.264
C: 0.07529 1.27306 -4.04237  1.361
C: -0.51600 2.47364 -4.45159  -0.563
C: 0.24638 3.51925 -4.92236  -0.748
C: -0.66814 0.31081 -3.31852  -0.309
C: -1.29702 -0.41087 -2.56430  -1.583
H: 3.28163 2.02419 -4.86620  0.413
H: 1.91543 0.18100 -3.95138  0.139
H: -1.58330 2.57712 -4.35377  0.601
H: -0.20468 4.47328 -5.15456  0.435

Properties
Total charge   -1
Energy relative to the best compared isomer or geometry (same formula, charge and spin)   388.2 kJ/mol
Frontier orbital gap   7.1 eV
Largest force on an atom   6.33 eV/A

---

C14H15ClN2O2S in the gas phase, computed with ωB97M-V/def2-TZVPD.

Each line ends with the Mulliken charge.
Element x y z (Å)
C: 5.33807 1.63005 2.45926  -1.296
N: 3.99231 1.96145 2.06467  0.036
C: 3.49432 3.17836 2.66273  -1.071
C: 3.12724 0.97071 1.64378  0.899
C: 3.44863 -0.38758 1.74108  -0.383
C: 2.58716 -1.36087 1.27442  -1.220
C: 1.37784 -1.01866 0.68467  0.691
N: 0.50717 -2.00053 0.18844  -0.253
S: -1.14975 -1.86455 0.38952  1.410
O: -1.48449 -1.09070 1.54685  -0.633
O: -1.65025 -3.20290 0.27792  -0.744
C: -1.62958 -0.95596 -1.07980  0.186
C: -1.26707 -1.44826 -2.31750  -0.644
C: -1.64709 -0.75374 -3.45487  -0.577
C: -2.38207 0.41553 -3.34602  -0.458
C: -2.73977 0.88863 -2.09088  0.214
Cl: -3.65631 2.34051 -1.95454  -0.212
C: -2.36618 0.20285 -0.94394  -0.323
C: 1.05286 0.32660 0.56299  0.050
C: 1.91010 1.29920 1.03156  -1.074
H: 5.39330 1.18224 3.46099  0.384
H: 5.92912 2.54631 2.46132  0.364
H: 5.77842 0.94389 1.73760  0.419
H: 2.40975 3.21265 2.62534  0.380
H: 3.79655 3.23738 3.71442  0.342
H: 3.89518 4.05242 2.14061  0.277
H: 4.36904 -0.70052 2.20656  0.417
H: 2.85643 -2.40304 1.37457  0.282
H: 0.81607 -2.95015 0.33137  0.272
H: -0.70059 -2.36308 -2.37388  0.418
H: -1.37280 -1.12140 -4.43157  0.386
H: -2.68094 0.96039 -4.22779  0.430
H: -2.63034 0.54805 0.04331  0.499
H: 0.12309 0.60794 0.09575  0.152
H: 1.63615 2.33378 0.89739  0.380

Properties
SMILES   CN(C)c1ccc(NS(=O)(=O)c2cccc(Cl)c2)cc1
Energy relative to the best compared isomer or geometry (same formula, charge and spin)   111.5 kJ/mol
Frontier orbital gap   7.9 eV
Largest force on an atom   0.92 eV/A

---

C20H24N2O4 in the gas phase, computed with ωB97M-V/def2-TZVPD.

Each line ends with the Mulliken charge.
Element x y z (Å)
O: 0.22963 2.78126 -2.24714  -0.670
C: -0.06283 2.05104 -1.32083  -0.308
N: -0.99221 1.06260 -1.49155  0.142
C: -1.23727 -0.04309 -0.65350  -0.494
C: -0.04191 -0.54838 0.08964  0.953
O: -0.04636 -0.67909 1.31840  -0.870
N: 1.04506 -0.85773 -0.62773  0.250
C: 1.19067 -0.98699 -2.06280  -0.618
C: 2.57336 -0.40089 -2.32319  -0.701
C: 3.37542 -0.86873 -1.10641  -0.849
C: 2.34535 -1.05402 0.01336  -0.330
C: 2.44745 -2.45625 0.67026  0.522
O: 3.23690 -3.28094 0.30231  -0.605
O: 1.60638 -2.65461 1.66338  -0.582
C: -2.44150 -0.62058 -0.54210  0.246
C: -2.67052 -1.85744 0.28225  -0.397
C: -4.13736 -1.96966 0.70479  -0.982
C: -4.64943 -0.58333 1.07977  -0.548
C: -4.71008 0.31659 -0.15991  -0.796
C: -3.67623 -0.10930 -1.21920  -0.909
C: 0.51669 2.18481 0.04158  0.901
C: -0.30147 2.18410 1.16736  -0.062
C: 0.25197 2.35568 2.42222  -0.696
C: 1.61919 2.52630 2.56348  -0.487
C: 2.43431 2.55429 1.44349  -0.737
C: 1.88399 2.39898 0.18466  -0.398
H: -1.49036 1.10314 -2.37257  0.289
H: 1.17122 -2.05306 -2.32108  0.467
H: 0.39816 -0.47738 -2.60425  0.386
H: 2.50762 0.68694 -2.35484  0.149
H: 2.99896 -0.75026 -3.26052  0.460
H: 3.84576 -1.83474 -1.30028  0.424
H: 4.15013 -0.15963 -0.82478  0.291
H: 2.44443 -0.31075 0.81556  0.428
H: 0.96818 -1.88757 1.76679  0.417
H: -2.37934 -2.74042 -0.29565  0.274
H: -2.03865 -1.82392 1.16910  0.272
H: -4.21762 -2.64790 1.55478  0.455
H: -4.74652 -2.37962 -0.10282  0.380
H: -5.63604 -0.64960 1.53973  0.421
H: -3.96578 -0.15559 1.81582  0.276
H: -4.52417 1.35142 0.13104  0.290
H: -5.70397 0.27497 -0.60870  0.345
H: -4.09488 -0.91717 -1.82440  0.421
H: -3.47266 0.73339 -1.87882  0.253
H: -1.36769 2.05179 1.05978  0.523
H: -0.38485 2.34842 3.29350  0.434
H: 2.04949 2.64518 3.54670  0.397
H: 3.49907 2.70112 1.55107  0.437
H: 2.50590 2.43920 -0.69727  0.535

Properties
SMILES   O=C(NC(C(=O)N1CCC[C@@H]1C(=O)O)=C1CCCCC1)c1ccccc1
Energy relative to the best compared isomer or geometry (same formula, charge and spin)   49.3 kJ/mol
Frontier orbital gap   9.3 eV
Largest force on an atom   0.70 eV/A

---

C3H4O in the gas phase in a non-equilibrium geometry, computed with ωB97M-V/def2-TZVPD.

Each line ends with the Mulliken charge.
Element x y z (Å)
O: 1.87240 -0.01657 0.15685  -0.482
C: 0.57634 -0.28119 0.20604  0.266
C: -0.48764 -1.00089 -0.00158  -0.266
C: -0.80693 0.45591 -0.06624  -0.668
H: 2.02112 0.89564 -0.14761  0.342
H: -0.94252 -1.95109 0.11346  0.354
H: -0.91132 0.95763 -1.02531  0.234
H: -1.32145 0.94057 0.76438  0.220

Properties
SMILES   OC1=CC1
Energy relative to the best compared isomer or geometry (same formula, charge and spin)   204.9 kJ/mol
Frontier orbital gap   9.5 eV
Largest force on an atom   3.53 eV/A

---

2 unconnected molecules or ions with the total composition C2H8O2 in a non-equilibrium geometry, computed with ωB97M-V/def2-TZVPD.

Each line ends with the Mulliken charge.
Element x y z (Å)
C: -0.61965 2.03576 0.33104  -2.805
O: 0.28954 0.97963 0.90193  0.794
H: -1.69095 2.02802 0.62593  0.561
H: -0.60520 2.10342 -0.77113  0.157
H: -0.25866 3.04254 0.70150  0.703
H: 0.75495 1.45260 1.56578  -0.046
C: 0.56726 -2.20085 -0.56708  -0.723
O: -0.50147 -1.26805 -0.90237  -0.676
H: 1.40090 -2.30955 -1.26927  0.287
H: 0.05958 -3.21606 -0.72113  0.226
H: 0.88576 -2.14014 0.47908  0.253
H: -0.28207 -0.50733 -0.37429  0.269

Properties
Multiplicity   2
Total charge   -1
Energy relative to the best compared isomer or geometry (same formula, charge and spin)   79.3 kJ/mol
Frontier orbital gap (alpha / beta)   2.8 / 10.4 eV
Largest force on an atom   4.10 eV/A

---

C3H3NO2 in the gas phase in a non-equilibrium geometry, computed with ωB97M-V/def2-TZVPD.

Each line ends with the Mulliken charge.
Element x y z (Å)
N: 2.05926 1.14484 0.11676  -0.400
C: 1.46265 -0.05486 -0.17093  0.224
C: 0.09816 -0.67251 -0.20941  0.054
O: -0.34514 -0.79608 -1.57239  -0.485
C: -0.54096 0.37577 0.82934  -0.028
O: -1.63899 0.73349 0.40228  -0.494
H: -0.01436 -1.55682 0.39096  0.295
H: -0.95378 0.13594 -1.54980  0.388
H: -0.12685 0.69023 1.76319  0.446

Properties
SMILES   N#C[C@H](O)C=O
Energy relative to the best compared isomer or geometry (same formula, charge and spin)   504.4 kJ/mol
Frontier orbital gap   10.3 eV
Largest force on an atom   13.32 eV/A